(1)
Molecular formula: C5H12S2Si
Method: DFT, ωB97M-V/def2-TZVPD

Each line ends with the Löwdin charge.
Atoms and positions in Å:
1 C -0.95253 0.84708 -0.15797  -0.774
2 C 1.98724 1.27825 -0.88776  -0.158
3 C 0.96349 0.45509 1.98190  -0.196
4 C 0.76622 -1.78310 -0.28224  -0.175
5 C -2.64992 -0.19889 -1.04189  -0.537
6 Si 0.67314 0.07288 0.15865  0.482
7 S -1.29868 2.39657 -0.12506  0.650
8 S -2.74792 -1.77809 -0.35705  0.682
9 H 2.81776 1.08885 -0.27748  -0.026
10 H 2.15561 0.82818 -1.90332  0.030
11 H 1.86094 2.36293 -0.94558  0.016
12 H 1.74596 -0.12608 2.39389  0.004
13 H 1.23890 1.52704 1.97625  0.039
14 H 0.10168 0.22137 2.64728  0.048
15 H 0.65593 -2.36710 0.56140  -0.003
16 H -0.04878 -1.96615 -0.93029  -0.035
17 H 1.78482 -1.83386 -0.76327  0.053
18 H -3.34687 0.54587 -0.72017  0.005
19 H -2.21943 -0.27992 -2.00527  0.004
20 H -3.48758 -1.29092 0.67796  -0.106

Properties
frontier orbital gap: 6.915 eV
max |F|: 4.36 eV/A
ΔE to the lowest compared entry with this formula, charge and spin: 221.3 kJ/mol

(2)
Molecular formula: C5H12Si
Method: DFT, ωB97M-V/def2-TZVPD

Each line ends with the Löwdin charge.
Atoms and positions in Å:
1 C -0.31962 -1.65769 0.08509  -0.201
2 C -1.09974 -0.96743 -1.00148  -0.368
3 Si -2.11856 0.46329 -0.73134  0.765
4 C -2.96628 1.08948 0.90744  -0.243
5 H -0.55761 -2.65402 0.11237  0.038
6 H -0.76977 -1.38700 0.99309  0.033
7 H 0.70689 -1.54580 0.13577  0.036
8 H -1.15069 -1.49256 -1.88961  -0.023
9 H -2.79753 1.34137 -1.93701  -0.042
10 H -3.94825 1.02698 0.66875  -0.045
11 H -2.64830 0.29374 1.74390  0.077
12 H -2.56379 2.00453 1.15584  -0.031
13 C 3.95122 0.22488 0.04012  -0.038
14 C 2.83448 0.90561 -0.10119  -0.053
15 H 4.29993 -0.18597 -0.78913  0.001
16 H 4.38342 0.13579 0.95841  0.026
17 H 2.30507 1.04641 -1.05538  0.067
18 H 2.45911 1.35841 0.70435  -0.001

Properties
frontier orbital gap: 8.376 eV
max |F|: 6.43 eV/A
ΔE to the lowest compared entry with this formula, charge and spin: 378.7 kJ/mol

(3)
Molecular formula: C5H12Si2
Method: DFT, ωB97M-V/def2-TZVPD

Each line ends with the Löwdin charge.
Atoms and positions in Å:
1 C -1.36326 -1.92361 2.58185  -0.257
2 Si 0.05650 -1.21977 1.75452  0.711
3 C 0.54388 -0.10750 0.29261  -0.480
4 Si 1.86473 1.20231 0.55302  0.600
5 C -0.10878 0.06588 -0.86501  -0.524
6 C 0.36527 0.94047 -1.96206  -0.093
7 C -1.32643 -0.65324 -1.24460  -0.070
8 H -1.22713 -2.42062 3.52141  -0.062
9 H -2.26468 -2.24941 2.05846  -0.052
10 H 1.23577 -0.99391 2.59579  -0.075
11 H 2.19000 1.10646 1.96662  -0.088
12 H 1.32166 2.48555 0.09994  -0.050
13 H 3.13904 1.04904 -0.23749  -0.054
14 H -0.25346 1.81859 -2.14968  0.107
15 H 0.39520 0.10859 -2.68548  0.114
16 H 1.37737 1.22137 -1.69688  0.002
17 H -1.74270 0.00209 -1.97298  0.064
18 H -1.96383 -0.57687 -0.24036  0.129
19 H -1.29856 -1.63364 -1.63128  0.078

Properties
frontier orbital gap: 8.168 eV
max |F|: 4.29 eV/A
ΔE to the lowest compared entry with this formula, charge and spin: 313.8 kJ/mol

(4)
Molecular formula: C5H13BrN2O
Method: DFT, ωB97M-V/def2-TZVPD

Each line ends with the Löwdin charge.
Atoms and positions in Å:
1 C -1.61640 -1.53402 0.65657  -0.055
2 C -2.59787 0.41134 -0.88271  -0.072
3 C -0.41853 0.57136 0.32675  -0.202
4 C -1.35832 -0.38382 -0.37706  -0.404
5 C 3.34360 1.09295 -0.35740  -0.609
6 N 0.91409 0.01930 0.58327  -0.150
7 N 1.50284 -0.34322 -0.63075  -0.044
8 O 2.82885 1.69595 0.60806  -0.154
9 Br 4.77449 -0.29871 0.03404  0.499
10 H -2.59172 -1.96051 0.62374  0.061
11 H -0.79199 -2.29527 0.59605  0.087
12 H -1.42044 -1.08173 1.62116  0.056
13 H -2.20098 1.49931 -1.19895  0.109
14 H -3.33319 0.73920 -0.04017  0.101
15 H -3.07766 -0.08468 -1.74131  0.066
16 H -0.18986 1.38274 -0.23370  0.089
17 H -0.79210 0.78354 1.30700  0.123
18 H -0.66363 -0.72177 -1.15061  0.108
19 H 3.34746 1.45267 -1.36773  0.065
20 H 1.04088 -0.58769 1.33165  0.128
21 H 1.66315 -1.35102 -0.60471  0.043
22 H 1.63732 0.99410 0.89681  0.154

Properties
frontier orbital gap: 8.906 eV
max |F|: 4.27 eV/A
ΔE to the lowest compared entry with this formula, charge and spin: 24.5 kJ/mol

(5)
Molecular formula: C5H13Cl2NSi
Method: DFT, ωB97M-V/def2-TZVPD

Each line ends with the Löwdin charge.
Atoms and positions in Å:
1 C -0.52848 0.25903 -3.34584  -0.213
2 N -0.15916 0.03445 -1.96476  -0.302
3 Si -0.71343 0.67423 -0.57930  0.354
4 Cl -2.04970 2.16893 -0.30900  0.381
5 C -0.09786 -0.05187 1.07422  -0.678
6 C 0.27008 -1.52637 0.89066  -0.108
7 C 1.13595 0.71402 1.56047  -0.113
8 C -1.19033 0.05516 2.14579  -0.130
9 H -0.75175 -0.70753 -3.79950  0.073
10 H -1.39320 0.91226 -3.46730  0.059
11 H 0.31594 0.69678 -3.87645  0.072
12 H -0.59060 -2.10332 0.56153  0.081
13 H 1.05959 -1.64137 0.15584  0.033
14 H 0.62084 -1.93556 1.83665  0.090
15 H 1.94810 0.63036 0.84535  0.013
16 H 1.47523 0.30079 2.51038  0.091
17 H 0.91755 1.76985 1.71422  0.081
18 H -0.82667 -0.37796 3.07776  0.088
19 H -1.45656 1.09138 2.34689  0.060
20 H -2.08928 -0.48447 1.85300  0.079
21 Cl 2.70399 -0.24903 -1.44563  0.252
22 H 1.39977 -0.22977 -1.78499  -0.263

Properties
frontier orbital gap: 9.732 eV
max |F|: 1.72 eV/A
ΔE to the lowest compared entry with this formula, charge and spin: 103.7 kJ/mol

(6)
Molecular formula: C5H13ClFeI2O2P
Method: DFT, ωB97M-V/def2-TZVPD

Each line ends with the Löwdin spin population.
Atoms and positions in Å:
1 I -0.68690 2.73275 -2.42969  0.339
2 I 1.83553 2.15708 -2.39401  0.436
3 Fe -0.43929 -1.32034 0.38827  3.301
4 P -0.69144 -3.32146 0.57121  0.141
5 C -0.86531 -4.68130 -0.52674  0.025
6 C 0.69055 -3.62928 1.69451  0.042
7 H -2.30822 -2.27880 2.16512  0.004
8 H -2.40686 -4.07416 1.89495  0.014
9 H -3.04164 -2.82408 0.68014  0.001
10 C -2.27764 -3.09063 1.42388  0.055
11 H 0.88421 -2.84117 2.43552  0.002
12 H 0.37431 -4.56641 2.16607  0.010
13 H -1.09049 -5.42789 0.22281  0.006
14 H 0.03949 -4.86201 -1.13581  0.001
15 H 1.61487 -3.68413 1.10334  0.000
16 H -1.64850 -4.51493 -1.29053  0.001
17 C 0.03371 -1.54875 -1.30375  0.123
18 O 0.31120 -1.55750 -2.46681  0.083
19 Cl -0.41350 -0.31624 2.20877  0.185
20 C 0.29677 4.11401 0.84443  0.039
21 O 1.24244 4.92729 0.18347  0.166
22 H -0.67862 3.86880 0.28569  0.004
23 H 0.24404 4.75467 1.71310  0.017
24 H 0.77520 3.22667 1.28861  0.013
25 H 1.13457 4.78042 -0.77774  -0.005

Properties
frontier orbital gap (spin up / spin down): 5.757 / 3.920 eV
total charge: +2
spin multiplicity: 6
max |F|: 10.59 eV/A

(7)
Molecular formula: C5H13ClN2
Method: DFT, ωB97M-V/def2-TZVPD

Each line ends with the Löwdin charge.
Atoms and positions in Å:
1 C 2.02031 -0.18616 1.31532  0.003
2 C 1.47999 0.17202 0.19790  -0.396
3 C 1.66003 1.58229 -0.32476  -0.043
4 C 0.75649 -0.90411 -0.62238  -0.177
5 C -0.27420 -1.98186 -0.00564  -0.068
6 H 2.60707 0.48647 1.99266  0.078
7 H 1.91526 -1.17090 1.75739  0.059
8 H 0.80097 2.14868 -0.13276  0.045
9 H 2.46654 1.89542 0.31154  0.069
10 H 1.81856 1.46920 -1.35583  0.065
11 H 1.58318 -1.33607 -1.16182  0.095
12 H 0.03065 -0.54753 -1.43270  0.103
13 H 0.10955 -2.49261 0.77991  0.019
14 H -1.17651 -1.50954 0.33149  0.016
15 H -0.51156 -2.68407 -0.71273  0.041
16 N -1.92737 1.27938 0.14009  -0.096
17 N -2.41129 0.48818 -0.90776  -0.407
18 Cl -3.82638 -0.55695 -0.30446  0.384
19 H -1.54713 0.73517 0.91185  0.064
20 H -2.58690 1.97958 0.63718  0.119
21 H -2.98729 1.13340 -1.41451  0.026

Properties
frontier orbital gap: 9.798 eV
max |F|: 4.01 eV/A
ΔE to the lowest compared entry with this formula, charge and spin: 162.3 kJ/mol

(8)
Molecular formula: C5H13ClN2Si
Method: DFT, ωB97M-V/def2-TZVPD

Each line ends with the Löwdin charge.
Atoms and positions in Å:
1 C -4.08780 -1.36037 1.05315  -0.236
2 C -3.43474 -0.07714 0.70368  -0.345
3 Si -1.98044 -0.17192 -0.34623  0.238
4 Cl -0.90745 -1.80766 -0.71283  0.361
5 N -1.00753 1.14438 -0.91653  -0.241
6 C -1.36693 2.50792 -1.09684  -0.188
7 H -3.56072 -2.17066 0.80353  -0.009
8 H -5.13577 -1.34898 0.48028  0.119
9 H -4.20119 -1.34633 2.05861  0.023
10 H -3.72034 0.94054 0.84301  -0.001
11 H -0.05866 0.93538 -0.67406  0.027
12 H -0.89907 3.20865 -0.18642  0.131
13 H -0.82772 2.98387 -1.89660  0.059
14 H -2.37710 2.56341 -1.08583  0.023
15 H 2.50064 -0.33335 1.08867  0.046
16 N 2.51340 -0.31129 0.08165  0.074
17 C 3.66370 -0.52674 -0.36769  -0.283
18 C 4.96574 -1.04702 0.30436  -0.070
19 H 3.90308 -0.39126 -1.50533  0.122
20 H 5.77873 -0.51042 -0.11081  0.053
21 H 5.10245 -0.78886 1.28166  0.030
22 H 5.13773 -2.09215 0.20054  0.067

Properties
frontier orbital gap: 7.814 eV
max |F|: 6.53 eV/A
ΔE to the lowest compared entry with this formula, charge and spin: 406.3 kJ/mol

(9)
Molecular formula: C5H13ClO6P2
Method: DFT, ωB97M-V/def2-TZVPD

Each line ends with the Löwdin charge.
Atoms and positions in Å:
1 C -1.32879 -1.57368 2.20378  -0.105
2 O -1.19979 -0.76292 1.08565  -0.248
3 P -1.35010 -1.11041 -0.46294  0.398
4 O -2.27635 -2.20126 -0.63430  -0.237
5 O -1.71387 0.34932 -1.05728  -0.272
6 C -3.02768 0.87132 -0.93641  -0.084
7 C 0.36375 -1.28042 -1.06256  -0.797
8 Cl 0.84268 -2.88998 -1.08036  0.655
9 P 1.53248 -0.10147 0.27233  0.523
10 O 1.51387 -0.40257 1.66324  -0.220
11 O 3.00384 -0.09201 -0.34311  -0.270
12 C 3.29752 0.21123 -1.69388  -0.099
13 O 0.87180 1.35317 -0.06554  -0.289
14 C 0.69233 2.30464 1.02188  -0.071
15 H -1.33632 -2.59554 1.99039  0.083
16 H -2.06640 -1.28329 2.84277  0.064
17 H -0.54640 -1.54144 2.89885  0.070
18 H -3.23541 0.98369 0.22616  0.131
19 H -3.74912 0.17940 -1.29660  0.074
20 H -2.87900 1.81241 -1.34619  0.065
21 H 0.48502 -0.91154 -2.13309  0.074
22 H 3.94441 1.15745 -1.59115  0.123
23 H 2.42133 0.61421 -2.11465  0.050
24 H 3.76574 -0.74306 -2.03448  0.115
25 H 1.62383 2.94327 1.12517  0.107
26 H 0.45456 1.85512 1.98024  0.080
27 H -0.10393 2.85435 0.54211  0.083

Properties
frontier orbital gap: 10.695 eV
max |F|: 4.58 eV/A
ΔE to the lowest compared entry with this formula, charge and spin: 0.0 kJ/mol

(10)
Molecular formula: C5H13IN2
Method: DFT, ωB97M-V/def2-TZVPD

Each line ends with the Löwdin charge.
Atoms and positions in Å:
1 C -2.12165 -0.52225 1.10999  -0.275
2 C 2.23926 -0.29213 0.37158  -0.069
3 C 0.92071 -1.04842 -1.51054  -0.072
4 C -0.56773 1.38329 -1.13729  -0.086
5 C -0.93828 0.16035 1.59131  -0.697
6 N 1.06185 -0.09189 -0.41182  -0.359
7 N 0.28015 0.84714 -0.06497  -0.117
8 I -1.38214 2.13671 2.33619  0.711
9 H -2.56110 0.19528 0.40860  0.035
10 H -2.80957 -0.71219 1.98121  0.085
11 H -1.77005 -1.37737 0.46250  0.088
12 H 2.95310 -0.31279 -0.40217  0.066
13 H 2.27587 0.59898 1.09911  0.118
14 H 2.22572 -1.12850 1.11782  0.093
15 H 1.27072 -0.62391 -2.47087  0.088
16 H 1.43147 -2.08003 -1.28802  0.120
17 H -0.09364 -1.45203 -1.63298  0.072
18 H -0.63497 0.74728 -2.02654  0.076
19 H -1.41518 1.58177 -0.54735  0.000
20 H -0.06501 2.35861 -1.28189  0.099
21 H -0.29953 -0.36788 2.29614  0.024

Properties
frontier orbital gap (spin up / spin down): 7.361 / 7.367 eV
max |F|: 3.38 eV/A
ΔE to the lowest compared entry with this formula, charge and spin: 241.6 kJ/mol

(11)
Molecular formula: C5H13IN2
Method: DFT, ωB97M-V/def2-TZVPD

Each line ends with the Löwdin charge.
Atoms and positions in Å:
1 C 1.35315 -2.31401 -0.21657  -0.252
2 C -1.93727 -0.52545 -0.14045  -0.075
3 C -1.17070 1.08756 1.64431  -0.001
4 C 0.44687 2.17438 -0.62440  -0.145
5 C 1.86394 -1.14596 -0.96002  -0.568
6 N -0.92723 0.40953 0.32371  -0.311
7 N -0.30259 0.89570 -0.70966  -0.054
8 I 3.32461 0.02563 0.12599  0.711
9 H 2.09015 -2.92812 0.14618  0.037
10 H 0.60705 -2.86836 -0.77285  0.076
11 H 0.67655 -2.04450 0.51407  0.027
12 H -1.41427 -1.16753 -0.77017  0.045
13 H -2.23454 -1.05613 0.67956  0.045
14 H -2.81507 -0.16401 -0.75271  0.107
15 H -0.17807 1.50459 1.85915  0.073
16 H -1.88718 1.88839 1.38121  0.102
17 H -1.37358 0.26322 2.24392  0.059
18 H -0.17141 2.96050 -0.93348  0.047
19 H 0.79066 2.31132 0.34711  0.009
20 H 1.25930 2.03514 -1.42851  0.083
21 H 1.99964 -1.34191 -1.95641  -0.014

Properties
frontier orbital gap (spin up / spin down): 6.895 / 8.412 eV
max |F|: 4.46 eV/A
ΔE to the lowest compared entry with this formula, charge and spin: 290.8 kJ/mol

(12)
Molecular formula: C5H13InNO5S
Method: DFT, ωB97M-V/def2-TZVPD

Each line ends with the Löwdin charge.
Atoms and positions in Å:
1 N -5.77870 1.80738 -0.87781  -0.260
2 In -3.90146 2.24783 0.04276  0.565
3 O -3.85900 2.00393 2.12920  -0.487
4 C -2.14358 1.04349 -0.78158  -0.396
5 S -0.78890 1.15498 0.56222  0.671
6 O 0.63760 0.99914 -0.02262  -0.505
7 O -1.17136 0.10437 1.63430  -0.475
8 H -6.42840 2.62401 -0.67314  -0.054
9 H -6.13719 0.95264 -0.38036  -0.067
10 H -3.53680 3.98769 -0.31757  -0.098
11 H -4.15098 1.08757 2.41490  -0.029
12 H -2.39056 -0.09562 -0.96789  0.047
13 H -1.74612 1.58520 -1.75851  0.040
14 H -0.84907 2.47450 1.10869  0.083
15 O 4.35739 -4.21122 -0.91350  0.082
16 C 3.91227 -3.16415 -0.47340  -0.466
17 O 3.31264 -3.03488 0.74640  0.025
18 C 2.81763 -1.70401 0.88619  -0.164
19 C 3.62096 -0.87698 -0.08315  -0.170
20 C 3.89871 -1.85265 -1.19864  -0.091
21 H 1.74878 -1.70205 0.64804  0.128
22 H 2.95144 -1.36733 1.91835  0.131
23 H 3.10117 0.02691 -0.41170  0.107
24 H 4.56627 -0.57328 0.38288  0.120
25 H 3.09503 -1.86255 -1.94013  0.137
26 H 4.86225 -1.65493 -1.67392  0.126

Properties
frontier orbital gap: 8.215 eV
total charge: -1
max |F|: 4.70 eV/A

Q: What is the formula in the second record?
A: C5H12Si